Computed, not measured: C3H7IO2S in the gas phase in a non-equilibrium geometry, with wB97M-V/def2-TZVPD.

Summary:
* HOMO-LUMO gap (alpha / beta): 7.35 / 7.35 eV
* structure (SMILES): C=[S@@](=O)(I)CCO
* lowest unoccupied orbital energy (alpha / beta): -1.630 / -1.630 eV
* net charge: 0
* energy relative to the best compared isomer or geometry (same formula, charge and spin): 306.79 kJ/mol

Positions of all 14 atoms, in Å:
C -0.47 2.36 0.15
C 0.38 -1.73 0.16
C 0.11 -0.37 -0.57
O -0.58 0.48 1.96
O 1.16 -1.52 1.38
S -0.87 0.75 0.57
I -3.23 -0.20 -0.09
H -0.81 3.00 0.93
H -0.95 2.77 -0.77
H -0.44 -2.42 0.33
H 0.98 -2.53 -0.37
H -0.25 -0.35 -1.56
H 1.04 0.25 -0.47
H 0.66 -1.01 1.89